(1)
This record from the Open Molecules 2025 dataset describes C31H30N6O4S3Tl as an isolated structure at a distorted geometry. The level of theory is ωB97M-V/def2-TZVPD.

CARTESIAN COORDINATES (ANGSTROEM)
1 Tl -1.432 -0.718 0.269
2 O 0.602 0.331 1.315
3 N 0.753 0.022 2.547
4 N -0.223 -0.307 3.275
5 O -1.421 -0.474 2.894
6 C 0.096 -0.544 4.647
7 C 1.022 -1.520 4.986
8 C 1.280 -1.756 6.325
9 C 0.634 -1.014 7.300
10 C -0.273 -0.026 6.945
11 C -0.558 0.208 5.612
12 H 1.501 -2.103 4.214
13 H 1.977 -2.530 6.609
14 H 0.833 -1.215 8.340
15 H -0.763 0.554 7.710
16 H -1.270 0.962 5.312
17 C 6.573 -2.591 0.441
18 C 5.095 -2.707 0.249
19 C 4.561 -3.102 -0.973
20 C 3.195 -3.257 -1.133
21 C 2.359 -3.003 -0.063
22 C 2.863 -2.581 1.152
23 C 4.228 -2.437 1.305
24 S 0.597 -3.313 -0.166
25 O 0.373 -4.660 -0.601
26 O 0.009 -2.888 1.083
27 N 0.065 -2.207 -1.274
28 C -0.147 -2.435 -2.559
29 C 0.382 -3.518 -3.287
30 C 0.367 -3.531 -4.674
31 C -0.271 -2.539 -5.386
32 C -1.027 -1.566 -4.704
33 C -1.850 -0.639 -5.372
34 C -2.603 0.247 -4.647
35 C -2.540 0.183 -3.248
36 N -1.725 -0.618 -2.609
37 C -0.969 -1.485 -3.285
38 H 7.107 -2.913 -0.448
39 H 6.882 -3.209 1.283
40 H 6.851 -1.561 0.665
41 H 5.221 -3.303 -1.803
42 H 2.790 -3.580 -2.079
43 H 2.175 -2.384 1.958
44 H 4.634 -2.123 2.255
45 H 0.858 -4.318 -2.743
46 H 0.871 -4.327 -5.203
47 H -0.207 -2.490 -6.463
48 H -1.912 -0.670 -6.449
49 H -3.265 0.952 -5.125
50 H -3.186 0.795 -2.637
51 S -1.476 2.833 2.657
52 C -0.517 3.619 1.574
53 N 0.680 3.207 1.166
54 C 1.462 4.126 0.369
55 C 0.472 5.063 -0.313
56 S -0.970 5.139 0.820
57 H 0.974 2.248 1.343
58 H 2.065 3.576 -0.353
59 H 2.136 4.696 1.022
60 H 0.120 4.666 -1.266
61 H 0.873 6.063 -0.459
62 C -5.212 4.235 -2.440
63 C -4.346 3.377 -1.586
64 C -2.961 3.362 -1.721
65 C -2.223 2.478 -0.953
66 N -2.778 1.673 -0.064
67 C -4.088 1.711 0.121
68 C -4.908 2.537 -0.626
69 H -4.632 4.989 -2.962
70 H -5.976 4.715 -1.834
71 H -5.724 3.623 -3.183
72 H -2.474 4.011 -2.433
73 H -1.152 2.380 -1.057
74 H -4.479 1.052 0.884
75 H -5.975 2.531 -0.467

Output
- Energy relative to the best compared isomer or geometry (same formula, charge and spin): 64.9 kcal/mol
- HOMO (spin up / spin down): -10.2535 / -10.2535 eV
- Frontier orbital gap (spin up / spin down): 3.74 / 3.74 eV
- Energy: -86952.4355 eV
- Max |F|: 2.2 eV/Å
- Charge: +1
- Molar mass: 851.2 g mol⁻¹

---

(2)
This record from the Open Molecules 2025 dataset describes C31H30N7PS4Sc as an isolated structure at a distorted geometry. The level of theory is ωB97M-V/def2-TZVPD.

CARTESIAN COORDINATES (ANGSTROEM)
1 Sc -16.677 4.487 -10.078
2 S -18.321 6.037 -11.234
3 C -18.820 5.644 -12.819
4 C -20.043 6.175 -13.359
5 C -20.645 5.661 -14.507
6 C -19.879 4.747 -15.293
7 C -18.593 4.372 -14.884
8 C -18.102 4.689 -13.581
9 S -16.835 3.729 -12.809
10 C -17.831 2.137 -12.418
11 C -18.041 2.166 -10.944
12 C -19.298 1.656 -10.225
13 C -19.525 1.353 -7.729
14 C -19.113 2.470 -7.106
15 C -17.948 3.202 -7.775
16 C -17.035 3.961 -6.838
17 S -16.344 5.471 -7.644
18 C -14.583 5.555 -7.541
19 C -13.819 5.237 -6.411
20 C -12.466 5.580 -6.365
21 C -11.752 6.113 -7.509
22 C -12.481 6.347 -8.646
23 C -13.896 6.118 -8.675
24 S -14.712 6.495 -10.105
25 N -17.109 2.458 -10.084
26 H -20.655 6.846 -12.727
27 H -21.580 6.158 -14.829
28 H -20.289 4.387 -16.293
29 H -17.998 3.800 -15.590
30 H -17.159 1.342 -12.716
31 H -18.719 2.170 -13.068
32 H -19.918 0.843 -10.654
33 H -20.362 0.689 -7.594
34 H -19.544 2.856 -6.173
35 H -16.191 3.474 -6.398
36 H -17.646 4.424 -6.069
37 H -14.277 4.906 -5.470
38 H -11.952 5.542 -5.374
39 H -10.702 6.401 -7.437
40 H -11.970 6.709 -9.577
41 C -16.730 -1.799 -6.090
42 N -16.475 -0.461 -5.580
43 C -16.223 -0.156 -4.255
44 C -15.639 1.057 -4.181
45 N -15.616 1.604 -5.450
46 C -16.139 0.658 -6.298
47 P -16.033 0.887 -8.023
48 C -17.384 1.993 -8.707
49 N -18.513 4.218 -8.727
50 C -19.616 4.010 -9.528
51 C -20.045 2.849 -10.106
52 N -18.658 1.096 -8.889
53 C -18.424 -0.365 -9.164
54 C -14.644 1.848 -8.846
55 N -14.758 3.018 -9.577
56 C -13.538 3.202 -10.180
57 C -12.619 2.368 -9.653
58 N -13.331 1.523 -8.749
59 C -12.649 0.587 -7.888
60 H -16.312 -2.548 -5.396
61 H -17.802 -2.065 -6.138
62 H -16.367 -2.006 -7.141
63 H -16.298 -0.872 -3.445
64 H -15.220 1.582 -3.320
65 H -20.226 4.928 -9.831
66 H -20.974 2.905 -10.595
67 H -19.152 -0.735 -9.873
68 H -17.476 -0.389 -9.720
69 H -18.343 -0.923 -8.257
70 H -13.404 3.996 -10.944
71 H -11.585 2.312 -9.945
72 H -13.342 -0.082 -7.388
73 H -11.993 -0.013 -8.514
74 H -12.057 1.120 -7.131

Output
- Energy relative to the best compared isomer or geometry (same formula, charge and spin): 125.5 kcal/mol
- HOMO: -8.8905 eV
- Frontier orbital gap: 5.59 eV
- Energy: -116386.7416 eV
- Max |F|: 4.3 eV/Å
- Charge: +1
- Molar mass: 704.8 g mol⁻¹

---

(3)
This record from the Open Molecules 2025 dataset describes a 18-piece molecular cluster, C31H31BCl51N3O5 overall at a distorted geometry. The level of theory is ωB97M-V/def2-TZVPD.

CARTESIAN COORDINATES (ANGSTROEM)
1 N 1.507 -1.750 0.281
2 C 1.820 -0.673 0.065
3 O 2.273 0.515 -0.181
4 C 1.428 1.548 0.260
5 C 2.065 2.671 0.818
6 N 1.403 3.695 1.273
7 C 0.042 3.583 1.155
8 C -0.781 4.613 1.654
9 C -2.155 4.553 1.593
10 B -2.945 5.766 2.239
11 O -3.036 5.909 3.595
12 O -3.505 6.718 1.434
13 C -2.788 3.404 1.004
14 C -4.282 3.202 0.926
15 C -5.057 4.275 0.166
16 C -6.460 3.803 -0.244
17 C -7.529 4.674 0.400
18 O -8.774 3.940 0.466
19 C -9.098 3.555 1.699
20 O -9.535 2.469 1.929
21 C -1.982 2.405 0.514
22 C -0.579 2.469 0.585
23 N 0.160 1.416 0.114
24 H 3.144 2.668 0.899
25 H -0.326 5.485 2.105
26 H -2.453 5.272 4.021
27 H -3.930 7.395 1.980
28 H -4.693 3.043 1.924
29 H -4.432 2.265 0.389
30 H -5.217 5.105 0.851
31 H -4.502 4.691 -0.669
32 H -6.600 3.837 -1.322
33 H -6.643 2.796 0.126
34 H -7.221 4.893 1.425
35 H -7.671 5.605 -0.139
36 H -8.978 4.266 2.527
37 H -2.419 1.515 0.087
38 C -8.693 8.602 -1.985
39 Cl -10.226 8.155 -1.238
40 Cl -8.513 10.351 -2.063
41 Cl -7.337 7.875 -1.113
42 H -8.682 8.216 -2.995
43 C 4.252 -4.387 1.419
44 Cl 4.131 -6.096 1.843
45 Cl 3.927 -3.368 2.822
46 Cl 5.832 -4.015 0.730
47 H 3.504 -4.175 0.668
48 C -8.145 9.019 -6.262
49 Cl -6.808 9.122 -5.114
50 Cl -9.482 8.080 -5.586
51 Cl -8.689 10.626 -6.734
52 H -7.791 8.508 -7.147
53 C -3.040 6.839 -1.849
54 Cl -2.363 8.444 -2.125
55 Cl -4.339 6.502 -3.001
56 Cl -1.785 5.603 -1.947
57 H -3.454 6.815 -0.849
58 C -11.294 1.026 4.233
59 Cl -12.704 1.830 4.930
60 Cl -9.835 1.420 5.129
61 Cl -11.549 -0.720 4.160
62 H -11.161 1.387 3.221
63 C 7.503 -5.277 -2.418
64 Cl 8.495 -5.774 -3.791
65 Cl 7.969 -3.667 -1.866
66 Cl 5.791 -5.317 -2.842
67 H 7.669 -5.975 -1.608
68 C -6.892 -1.231 6.312
69 Cl -6.380 0.455 6.155
70 Cl -8.479 -1.471 5.590
71 Cl -5.694 -2.310 5.590
72 H -6.960 -1.462 7.366
73 C 6.730 -0.117 -0.971
74 Cl 5.275 -0.741 -0.207
75 Cl 6.784 1.645 -0.897
76 Cl 8.168 -0.820 -0.219
77 H 6.719 -0.413 -2.012
78 C 11.957 -8.417 -3.596
79 Cl 10.745 -8.549 -4.870
80 Cl 11.230 -7.856 -2.090
81 Cl 12.772 -9.965 -3.351
82 H 12.698 -7.693 -3.906
83 C 6.731 -3.695 -6.587
84 Cl 7.724 -4.192 -7.959
85 Cl 7.197 -2.083 -6.035
86 Cl 5.019 -3.736 -7.010
87 H 6.897 -4.393 -5.777
88 C -0.704 0.508 4.329
89 Cl 0.694 0.647 5.396
90 Cl -1.953 -0.503 5.052
91 Cl -1.348 2.105 3.930
92 H -0.380 0.039 3.408
93 C 1.145 -6.725 -0.716
94 Cl 1.279 -4.992 -0.435
95 Cl 0.166 -7.043 -2.152
96 Cl 2.746 -7.448 -0.877
97 H 0.653 -7.176 0.135
98 C 11.494 0.595 1.067
99 Cl 11.430 2.339 0.825
100 Cl 12.906 -0.098 0.271
101 Cl 11.492 0.202 2.789
102 H 10.609 0.160 0.625
103 C -11.178 -1.824 0.129
104 Cl -10.124 -2.431 -1.151
105 Cl -10.694 -0.205 0.623
106 Cl -12.866 -1.848 -0.387
107 H -11.080 -2.480 0.984
108 C 14.243 1.824 4.697
109 Cl 14.168 3.566 4.431
110 Cl 15.637 1.122 3.875
111 Cl 14.275 1.452 6.422
112 H 13.351 1.383 4.274
113 C 10.650 -12.847 -2.088
114 Cl 9.440 -12.964 -3.365
115 Cl 9.924 -12.269 -0.588
116 Cl 11.452 -14.399 -1.839
117 H 11.396 -12.129 -2.398
118 C -0.491 -10.632 -3.146
119 Cl -1.841 -10.917 -4.246
120 Cl -1.044 -10.596 -1.472
121 Cl 0.765 -11.850 -3.366
122 H -0.066 -9.664 -3.377

Output
- HOMO: -9.8172 eV
- Frontier orbital gap: 8.81 eV
- Energy: -686678.8065 eV
- Max |F|: 1.1 eV/Å
- Molar mass: 2344.5 g mol⁻¹

---

Question: Which value of energy does entry 3 give?
Answer: -686678.8065 eV

---

Question: Which formula does entry 1 have?
Answer: C31H30N6O4S3Tl